[1]
Entry from the Open Molecules 2025 dataset: C11H17F6N8O4PdS2 as an isolated structure (the ωB97M-V functional and the def2-TZVPD basis).

Atoms and positions in Å:
Pd -0.612 -1.093 0.133
C 4.382 -2.310 1.731
N 3.404 -2.092 0.668
C 3.848 -2.374 -0.690
C 2.122 -1.771 0.906
N 1.164 -1.952 0.046
N 1.863 -1.226 2.148
C 0.622 -1.015 2.721
N 0.655 -0.470 3.944
N -0.468 -1.410 2.129
H 5.012 -3.153 1.453
H 3.888 -2.567 2.664
H 5.021 -1.435 1.874
H 4.903 -2.119 -0.767
H 3.304 -1.755 -1.402
H 3.725 -3.428 -0.948
H 1.421 -2.461 -0.785
H 2.639 -0.764 2.592
H 1.512 -0.100 4.317
H -0.186 -0.010 4.256
H -1.300 -1.182 2.662
F -0.006 4.448 1.147
C -0.646 3.787 2.101
F -1.860 4.293 2.259
F 0.031 3.896 3.242
S -0.758 1.997 1.686
O -1.404 1.378 2.814
O 0.584 1.570 1.378
N -1.633 2.089 0.377
S -2.787 1.145 -0.052
O -3.174 1.402 -1.399
O -2.515 -0.268 0.281
C -4.285 1.532 0.962
F -5.269 0.733 0.570
F -4.059 1.352 2.255
F -4.613 2.794 0.737
N -1.531 0.981 -5.550
C -1.245 0.456 -4.341
C -1.831 -0.746 -3.908
C -1.532 -1.230 -2.664
N -0.671 -0.618 -1.832
C -0.087 0.520 -2.246
C -0.331 1.074 -3.473
H -2.285 0.605 -6.098
H -1.214 1.904 -5.787
H -2.537 -1.276 -4.532
H -1.999 -2.133 -2.295
H 0.582 0.998 -1.540
H 0.155 2.001 -3.745

Cartesian forces, eV/Å:
-0.1 -0.2 0.2
0.0 0.0 0.0
0.0 0.0 0.0
0.0 0.0 0.0
-0.1 -0.2 0.0
0.1 0.3 -0.2
0.0 0.1 -0.1
-0.2 -0.4 -0.2
-0.1 0.0 0.2
0.2 0.5 0.0
0.0 0.0 0.0
0.0 0.0 0.0
0.0 0.0 0.0
0.0 0.0 0.0
0.0 0.0 0.0
0.0 0.0 0.0
0.0 0.0 0.0
0.0 0.0 0.0
0.0 0.0 0.0
0.0 0.1 0.0
0.0 0.0 0.0
0.0 0.0 0.0
0.0 0.0 0.0
0.0 0.0 0.0
0.0 0.0 0.0
0.1 -0.1 -0.1
0.0 0.0 0.1
0.0 0.1 0.0
-0.1 0.2 0.1
0.0 0.2 -0.4
0.0 0.0 0.0
-0.1 -0.2 0.4
0.0 -0.1 0.0
0.0 0.0 0.0
-0.1 0.0 -0.1
0.0 0.0 0.0
0.0 0.0 0.0
0.0 0.0 0.0
0.0 0.0 0.0
0.0 0.0 -0.1
-0.1 -0.1 0.0
0.1 0.0 0.0
0.0 0.0 0.0
0.0 0.0 0.0
0.0 0.0 0.0
0.0 0.0 0.0
0.0 0.0 0.0
0.0 0.0 0.0
0.0 0.0 0.0

Summary:
- charge = +1
- HOMO-LUMO gap (hartree) = 0.3296
- LUMO energy (Ha) = -0.105
- ΔE to the lowest compared entry with this formula, charge and spin (eV) = 0.000

***

[2]
Entry from the Open Molecules 2025 dataset: C11H17MoN3O5S as an isolated structure (the ωB97M-V functional and the def2-TZVPD basis).

Atoms and positions in Å:
Mo -0.628 -0.138 0.246
O -0.627 2.616 3.024
S -1.095 1.707 2.072
O -2.676 1.729 2.088
O -0.729 0.248 2.246
O -0.709 1.883 0.611
C 2.829 1.458 -0.881
N 3.306 0.083 -0.713
C 4.757 -0.072 -0.547
C 2.450 -0.906 -0.524
O 1.219 -0.580 -0.168
N 2.747 -2.191 -0.628
C 3.799 -2.704 -1.513
C 1.873 -3.212 -0.047
H 3.558 1.995 -1.483
H 2.728 1.959 0.083
H 1.877 1.475 -1.405
H 5.112 0.780 0.028
H 5.274 -0.088 -1.505
H 4.977 -0.977 0.012
H 4.151 -1.930 -2.185
H 3.369 -3.504 -2.115
H 4.633 -3.107 -0.940
H 1.411 -2.853 0.868
H 2.483 -4.077 0.200
H 1.107 -3.523 -0.760
N -2.364 -0.214 0.011
C -3.536 0.402 0.157
C -3.511 1.708 0.924
C -4.829 2.279 1.290
C -5.952 1.826 0.707
C -5.889 0.692 -0.159
C -4.726 -0.004 -0.428
H -3.110 2.414 0.167
H -4.822 3.102 1.994
H -6.909 2.282 0.916
H -6.813 0.333 -0.598
H -4.734 -0.892 -1.044

Cartesian forces, eV/Å:
0.4 0.1 0.2
0.0 0.0 0.0
0.0 -0.1 -0.1
0.0 0.0 0.0
0.0 0.0 0.0
-0.1 0.0 0.1
0.0 0.0 0.0
-0.1 0.0 -0.1
0.0 0.0 0.0
0.1 0.0 0.1
-0.1 -0.1 -0.1
0.0 0.0 -0.1
0.1 0.0 0.0
-0.1 0.0 0.0
0.0 0.0 0.0
0.0 0.0 0.0
0.0 0.0 0.0
0.0 0.0 0.0
0.0 0.0 0.0
0.0 0.0 0.0
0.0 0.0 0.0
0.0 0.0 0.0
0.0 0.0 0.0
0.0 0.0 0.0
0.0 0.0 0.0
0.0 0.0 0.0
-0.2 0.0 -0.1
0.0 0.1 0.1
0.0 0.0 -0.1
0.0 0.0 0.0
0.0 0.0 0.0
0.0 0.0 0.1
0.0 -0.1 -0.1
0.0 0.0 0.0
0.0 0.0 0.0
0.0 0.0 0.0
0.0 0.0 0.0
0.0 0.0 0.0

Summary:
- charge = +2
- HOMO-LUMO gap (hartree) = 0.2504
- LUMO energy (Ha) = -0.330
- ΔE to the lowest compared entry with this formula, charge and spin (eV) = 0.000

***

[3]
Entry from the Open Molecules 2025 dataset: an isolated ion of composition C11H17N2 and charge +1 (the ωB97M-V functional and the def2-TZVPD basis).

Atoms and positions in Å:
C -1.539 -2.493 -0.286
C -1.045 -1.040 -0.038
C -1.699 0.066 0.320
C -3.103 0.294 0.426
C -0.703 1.245 0.315
C -0.976 2.405 -0.647
C 0.547 0.561 0.149
C 0.409 -0.811 0.011
N 1.690 -1.286 -0.051
C 1.979 -2.691 -0.175
C 2.528 -0.240 0.019
N 1.853 0.919 0.208
C 2.410 2.287 0.132
H -0.919 -3.143 0.361
H -1.154 -2.752 -1.241
H -2.550 -2.597 -0.040
H -3.218 1.317 0.914
H -3.627 -0.346 1.177
H -3.866 0.329 -0.464
H -0.641 1.704 1.242
H -1.953 2.106 -0.997
H -0.262 2.566 -1.380
H -1.237 3.457 -0.263
H 1.066 -3.301 0.063
H 2.431 -3.081 -1.131
H 2.631 -2.888 0.671
H 3.569 -0.300 0.202
H 2.736 2.587 1.156
H 3.216 2.271 -0.689
H 1.426 2.853 0.038

Cartesian forces, eV/Å:
2.7 1.9 1.6
0.1 -3.7 0.6
2.1 0.5 -2.0
-4.4 1.9 1.1
-0.4 0.5 -0.2
-3.0 1.1 1.4
0.6 -1.1 0.0
0.1 3.6 -0.1
-1.2 0.2 -1.0
0.4 -2.0 0.6
0.1 0.3 0.9
0.3 -1.9 -1.0
-1.1 -0.1 0.6
-0.7 0.2 0.2
-0.7 -0.4 -1.3
-1.5 -0.4 -0.3
-0.1 -1.0 -0.7
0.6 0.1 -0.6
2.0 -0.3 1.1
-0.3 0.6 2.4
-0.1 0.3 -1.3
1.1 -0.2 -1.7
0.8 -1.7 0.4
0.8 0.9 -0.5
-0.5 1.0 0.9
0.5 -0.5 -0.2
0.8 -0.3 -0.3
0.4 -0.3 -1.0
-1.6 0.7 1.4
1.9 0.1 -0.8

Summary:
- SMILES = CC1=C(C)[C@H](C)c2c1[n+](C)cn2C
- charge = +1
- HOMO-LUMO gap (hartree) = 0.3263
- LUMO energy (Ha) = -0.108
- ΔE to the lowest compared entry with this formula, charge and spin (eV) = 2.581

***

[4]
Entry from the Open Molecules 2025 dataset: a 2-piece molecular cluster, C11H17N2 overall (the ωB97M-V functional and the def2-TZVPD basis).

Atoms and positions in Å:
C 2.064 0.606 2.311
C -0.732 -1.422 0.975
C -0.155 -0.207 1.302
C 1.233 -0.488 1.682
C 1.320 -1.875 1.727
C -2.001 -1.458 0.367
C -2.818 -0.320 0.427
C -1.018 0.979 1.437
C -2.268 0.979 0.938
N 0.159 -2.453 1.146
H -0.082 -3.407 1.043
H -2.376 -2.323 -0.095
H 2.225 -2.403 2.121
H -3.816 -0.417 0.189
H -0.578 1.900 1.764
H 2.153 1.524 1.768
H 3.110 0.234 2.560
H -2.946 1.823 0.984
H 1.616 0.809 3.355
C 0.479 0.091 -2.145
C -0.794 0.905 -2.515
N 1.646 0.960 -2.426
H 0.329 -0.165 -1.028
H 0.764 -0.835 -2.826
H -1.069 0.808 -3.520
H -0.592 1.936 -2.349
H 1.412 1.832 -2.847
H 2.036 1.225 -1.492
H 2.345 0.473 -2.919
H -1.647 0.688 -1.933

Cartesian forces, eV/Å:
1.2 -2.0 2.4
-2.0 -0.3 -2.0
1.3 0.9 1.7
-3.2 2.8 0.6
-0.2 -2.1 -1.2
0.7 0.9 1.1
3.6 1.7 1.5
1.7 -0.4 -1.2
-1.7 -2.6 -0.5
2.8 2.0 1.7
0.1 -1.1 0.1
-0.5 -1.2 -0.2
-1.3 0.0 -0.6
-2.0 0.0 -0.8
0.2 0.3 0.4
-0.2 0.4 -0.4
-1.2 0.5 -0.5
0.2 0.0 0.1
0.5 -0.1 -1.6
-1.7 -2.0 -0.6
1.4 -0.8 0.2
0.5 0.7 3.6
1.2 0.3 -2.0
-1.5 1.5 1.7
-0.3 -0.2 -1.6
0.2 1.1 0.3
-0.3 0.8 -1.0
0.1 -0.1 -1.0
1.3 -0.5 -1.0
-0.7 -0.6 0.8

Summary:
- charge = +2
- HOMO-LUMO gap (spin up / spin down) (hartree) = 0.3480 / 0.2201
- LUMO energy (spin up / spin down) (Ha) = -0.249 / -0.380
- ΔE to the lowest compared entry with this formula, charge and spin (eV) = 1.653
- 2S+1 = 2